Record 1
103
Properties=species:S:1:pos:R:3:forces:R:3 method="wB97M-V/def2-TZVPD" gap_ev=6.73 charge=+3 lumo_energy_ha=-0.3182 de_lowest_kj_mol=9.57 homo_ev=-15.39
Zr 0.1772 -0.2808 0.4554 0.100 -0.141 0.008
C -2.0273 4.7060 5.2571 0.020 -0.009 -0.002
C -0.9612 3.6621 5.6339 -0.012 0.015 -0.014
C -1.4919 2.7651 6.7659 0.011 0.001 -0.006
C 0.2988 4.3811 6.1135 -0.016 0.003 0.000
C -0.6974 2.7882 4.4234 0.015 -0.028 0.001
C -1.7268 2.0499 3.8347 -0.017 -0.002 -0.019
C -1.4744 1.2559 2.7429 -0.007 -0.049 0.002
N -0.2521 1.1408 2.1808 0.042 0.065 0.097
C 0.7540 1.8639 2.7248 -0.118 0.018 0.013
C 0.5598 2.6731 3.8261 0.008 -0.008 0.020
C 2.0456 1.7884 2.0051 0.063 0.173 -0.009
C 3.1861 2.4465 2.4293 -0.019 -0.048 0.093
C 4.3524 2.4298 1.6677 0.052 0.030 0.088
C 4.2866 1.7347 0.4581 0.009 -0.019 -0.102
C 3.1319 1.0896 0.0971 -0.054 -0.051 -0.083
N 2.0137 1.0903 0.8532 -0.045 -0.072 0.003
C 5.6295 3.1303 2.0896 -0.027 0.043 -0.011
C 6.7603 2.0902 2.1514 -0.017 -0.011 0.002
C 5.4941 3.8034 3.4548 0.001 0.007 -0.017
C 5.9623 4.1973 1.0304 -0.014 -0.012 0.020
H -2.2260 5.3396 6.1210 -0.003 0.002 0.000
H -2.9701 4.2439 4.9638 -0.007 0.001 -0.001
H -1.6852 5.3455 4.4418 -0.002 0.002 0.002
H -1.6927 3.3789 7.6434 -0.002 -0.003 0.003
H -0.7584 2.0071 7.0473 -0.002 -0.002 0.006
H -2.4233 2.2676 6.4931 -0.002 0.001 0.003
H 0.0519 4.9846 6.9857 0.008 0.001 0.001
H 0.6975 5.0595 5.3561 0.002 -0.001 -0.001
H 1.0804 3.6808 6.4167 0.005 0.002 0.002
H -2.7359 2.0956 4.2193 -0.003 0.000 -0.005
H -2.2659 0.6858 2.2774 -0.008 -0.005 0.004
H 1.3853 3.2429 4.2203 0.006 0.006 0.011
H 3.1762 2.9814 3.3650 -0.014 0.003 0.002
H 5.1377 1.6931 -0.2067 -0.009 -0.003 -0.009
H 3.0759 0.5497 -0.8383 0.009 -0.004 0.014
H 6.5420 1.3116 2.8846 0.010 -0.003 -0.002
H 7.6831 2.5852 2.4517 0.006 -0.003 0.000
H 6.9408 1.6196 1.1843 0.003 -0.002 0.001
H 5.2648 3.0854 4.2454 0.004 0.000 0.005
H 4.7353 4.5890 3.4514 -0.001 -0.003 0.001
H 6.4410 4.2756 3.7127 -0.003 0.001 0.006
H 6.1238 3.7612 0.0443 0.006 -0.002 -0.006
H 6.8792 4.7111 1.3177 0.003 -0.001 -0.001
H 5.1683 4.9421 0.9549 0.005 0.002 -0.001
O 0.4835 0.8475 -1.4627 0.056 0.005 -0.145
C -0.2181 0.4730 -2.6985 -0.005 -0.046 -0.060
C -0.0946 -1.0203 -2.8758 0.048 0.018 0.013
C 1.3324 -1.5175 -3.0802 -0.018 0.010 0.014
C 2.1577 -1.9439 -1.8871 -0.018 0.007 0.003
C 3.3166 -2.6691 -2.1719 0.044 -0.012 0.010
C 4.1707 -3.0647 -1.1661 -0.029 0.020 0.003
C 3.8461 -2.7328 0.1470 -0.023 0.000 -0.023
C 2.6851 -2.0382 0.3656 -0.064 -0.041 -0.026
N 1.8352 -1.6386 -0.6152 0.009 -0.056 -0.031
H 0.6992 1.7891 -1.4798 -0.024 0.005 0.059
H 0.2628 1.0071 -3.5175 0.010 -0.006 0.009
H -1.2552 0.7894 -2.6106 -0.001 0.012 0.017
H -0.6858 -1.2725 -3.7578 -0.004 -0.004 0.002
H -0.5891 -1.5458 -2.0516 -0.005 -0.005 -0.010
H 1.9104 -0.7557 -3.6150 0.004 -0.012 -0.005
H 1.3145 -2.3745 -3.7547 -0.002 -0.005 0.006
H 3.5365 -2.9113 -3.2033 -0.003 0.003 -0.001
H 5.0710 -3.6204 -1.3930 -0.002 0.000 -0.005
H 4.4776 -3.0104 0.9787 0.000 -0.003 -0.001
H 2.4081 -1.7796 1.3809 -0.007 0.009 -0.008
C -4.1915 3.3165 -1.3499 0.024 0.009 0.011
C -2.9143 3.5151 -0.7865 -0.008 -0.008 0.001
C -2.1677 2.4457 -0.3675 -0.023 0.039 -0.017
C -2.6564 1.1234 -0.4923 0.012 0.095 -0.006
C -1.8893 -0.0119 -0.0859 0.053 -0.128 0.111
C -2.4518 -1.2714 -0.2095 -0.007 0.054 -0.034
C -3.7351 -1.4709 -0.7650 0.051 -0.064 0.032
C -4.4556 -0.3880 -1.1746 -0.043 0.067 -0.029
C -3.9434 0.9315 -1.0492 -0.026 -0.026 -0.025
C -4.6954 2.0523 -1.4742 -0.009 -0.007 0.000
H -4.7717 4.1690 -1.6752 0.002 0.002 -0.004
H -2.5304 4.5214 -0.6805 -0.005 0.003 -0.002
H -1.1986 2.6178 0.0919 -0.002 0.011 -0.003
H -1.9114 -2.1613 0.1105 -0.075 0.079 0.011
H -4.1404 -2.4694 -0.8559 -0.006 -0.005 0.004
H -5.4426 -0.5219 -1.6005 -0.001 0.006 -0.003
H -5.6786 1.8929 -1.8990 -0.001 0.001 0.001
C -1.6818 -3.7154 4.2864 0.023 -0.029 0.019
N -0.7446 -2.7962 3.6305 0.061 -0.027 -0.042
C -0.4619 -1.5776 4.3818 -0.011 -0.013 0.026
C -0.3130 -2.9582 2.3831 -0.045 0.000 -0.064
O 0.0043 -1.9017 1.6826 -0.033 0.142 0.074
N -0.1968 -4.1622 1.8272 0.003 -0.001 0.026
C 0.0748 -5.3808 2.6011 -0.034 -0.009 0.026
C -0.1253 -4.3506 0.3809 0.073 0.018 -0.021
H -2.4683 -3.1128 4.7395 0.001 -0.004 -0.004
H -1.1978 -4.2980 5.0689 0.013 -0.003 -0.006
H -2.1381 -4.3782 3.5591 0.006 -0.011 -0.023
H -0.2099 -1.8579 5.4039 0.001 0.006 -0.002
H -1.3388 -0.9298 4.4052 0.011 0.013 0.002
H 0.3795 -1.0446 3.9497 0.003 0.004 -0.012
H 0.4170 -5.1312 3.5999 -0.020 0.028 0.025
H 0.8725 -5.9214 2.0933 -0.002 0.005 -0.003
H -0.7994 -6.0276 2.6573 -0.005 0.002 0.002
H -0.5419 -3.4988 -0.1470 0.054 -0.048 0.003
H -0.7052 -5.2350 0.1218 -0.004 0.004 -0.006
H 0.9072 -4.5046 0.0626 0.016 0.001 -0.005

---

Record 2
119
Properties=species:S:1:pos:R:3:forces:R:3 method="wB97M-V/def2-TZVPD" gap_ev="7.38 / 7.38" charge=-1 lumo_energy_ha="0.0716 / 0.0716" homo_ev="-5.43 / -5.43" spin_multiplicity=6 s_squared=8.7602
Sm -0.5614 0.2860 1.5994 0.491 0.889 0.115
C 4.0604 -1.8657 2.1498 -1.041 3.295 -0.646
C 4.8038 -0.9913 1.0957 0.627 -2.077 0.550
C 6.0504 -1.8846 0.7543 0.913 2.764 1.122
C 5.1955 0.3726 1.6193 0.610 0.306 -0.970
N 3.9721 -0.9511 -0.1199 -1.449 -0.060 -1.877
C 4.0918 -1.8901 -1.1637 -0.145 0.597 -0.011
C 3.0555 -1.6920 -2.0092 -0.145 0.241 1.023
N 2.2450 -0.6826 -1.4918 -0.133 -1.145 -0.816
B 0.8308 -0.3697 -2.0245 -0.095 1.293 -0.911
N 0.0894 -1.6692 -2.3704 0.045 -1.412 0.147
C -0.3251 -2.2787 -3.5492 -0.444 0.429 0.558
C -0.9030 -3.4773 -3.2487 0.426 1.296 0.114
N -0.8271 -3.6027 -1.8714 -0.131 -1.225 -0.303
C -0.1870 -2.5261 -1.3771 -0.317 0.074 0.960
S 0.1511 -2.3290 0.2908 0.008 0.457 0.274
C -1.4346 -4.7664 -1.0745 1.077 -0.044 -1.914
C -1.8467 -5.8782 -2.0707 -1.330 1.374 -0.059
C -2.6351 -4.1938 -0.4015 0.369 -0.265 1.241
C -0.3518 -5.3884 -0.2288 0.535 1.305 1.665
N 1.0806 0.4761 -3.3420 0.017 -0.103 0.279
C 2.3515 0.8975 -3.7462 0.103 -0.746 1.427
C 2.1945 1.8816 -4.6181 1.231 1.382 -2.306
N 0.8419 2.0494 -4.8678 -0.194 -0.849 0.816
C 0.1462 1.1835 -4.0284 -0.340 0.535 -0.289
S -1.5541 1.1161 -3.8356 0.745 -0.473 0.216
C 0.2280 3.0700 -5.7217 -0.217 0.024 -0.749
C -0.4595 4.1081 -4.8528 0.401 1.602 -0.264
C 1.2829 3.7488 -6.6087 0.090 1.715 1.892
C -0.8230 2.4384 -6.6712 -1.461 -0.015 0.665
C 2.7814 -0.2306 -0.3893 2.584 -0.335 2.027
S 2.3221 1.0471 0.5804 -1.436 0.763 0.538
H 4.6432 -2.1033 2.9932 0.654 0.174 1.226
H 3.8668 -2.7306 1.6556 -0.764 -2.870 -1.348
H 3.0776 -1.4089 2.3681 0.532 -0.112 0.398
H 6.5884 -2.0073 1.6959 0.049 0.104 0.062
H 6.7583 -1.3693 0.0849 -0.333 -0.246 -0.071
H 5.8519 -2.8589 0.4335 -0.581 -1.333 -0.612
H 5.8524 0.3145 2.4754 0.260 -0.375 0.236
H 4.3105 0.9103 1.9084 -0.065 0.256 0.069
H 5.7329 0.9314 0.8209 -0.387 -0.153 0.467
H 4.9334 -2.5635 -1.2351 -0.380 0.175 -0.121
H 2.7144 -2.1611 -2.8916 0.152 -0.622 -0.688
H 0.1988 0.2742 -1.2049 0.166 -0.206 -0.341
H -0.3725 -1.6535 -4.4065 0.147 -0.067 -0.804
H -1.4372 -4.1642 -3.8670 0.066 -0.071 -0.181
H -2.5496 -5.4178 -2.7971 0.305 -0.615 0.225
H -2.3950 -6.6777 -1.5542 0.326 0.287 0.008
H -0.9912 -6.2721 -2.5751 0.509 -0.356 -0.409
H -3.3197 -3.7661 -1.0959 -0.243 0.783 -0.786
H -2.2636 -3.4770 0.3483 -0.694 -0.242 -0.023
H -3.2236 -4.9995 0.0094 0.007 -0.264 0.836
H 0.6138 -5.4859 -0.7203 -0.105 0.132 -0.253
H -0.6592 -6.3281 0.0942 -0.674 -2.084 0.105
H -0.1892 -4.9111 0.7500 0.044 0.398 -0.625
H 3.2497 0.4950 -3.2691 -0.501 0.329 -0.507
H 2.9698 2.4289 -5.2221 -1.085 -0.715 0.985
H 0.3064 4.8787 -4.4470 -1.267 -1.440 -0.188
H -1.1231 3.6253 -4.1136 0.606 0.433 -0.364
H -1.0948 4.6718 -5.5597 0.062 0.015 0.460
H 2.0264 4.3632 -6.0417 -0.157 -1.026 0.082
H 0.8169 4.5878 -7.1045 -0.583 -0.235 -0.771
H 1.7763 3.0888 -7.2666 0.485 -0.694 -0.906
H -1.7810 2.1663 -6.1060 1.575 0.218 -0.844
H -0.4465 1.5753 -7.2061 0.191 -0.398 0.168
H -1.1161 3.1416 -7.4559 0.183 0.279 0.190
C 2.3273 3.5561 4.1864 1.387 1.492 0.184
Se 1.0972 3.5810 2.7276 -1.406 0.328 0.371
C -0.4972 4.1660 3.8598 0.237 -1.276 0.272
C -1.1317 3.1465 4.8428 1.654 0.041 0.660
Se -2.3271 1.9669 3.8493 0.445 -0.045 -0.130
C -2.8020 0.7832 5.2979 0.933 -1.006 -0.335
H 2.3917 4.5810 4.6382 -0.089 -0.854 -0.412
H 3.3585 3.2719 3.8870 -0.801 0.074 -0.118
H 1.9885 2.8781 4.9191 -0.269 -0.827 0.881
H -1.2576 4.3768 3.1320 -0.072 0.628 -0.221
H -0.2245 5.0291 4.4519 0.256 0.407 -0.267
H -1.8103 3.6818 5.5127 0.170 0.174 -0.049
H -0.3106 2.7034 5.5265 -1.470 0.053 -1.255
H -3.3876 1.2857 6.0347 -0.440 0.395 0.402
H -1.8840 0.3677 5.7568 -0.486 0.192 -0.296
H -3.3600 -0.0336 4.8295 0.062 0.143 0.243
C -0.5602 3.7462 -1.5892 0.173 1.555 -1.405
C -0.9867 3.5193 -0.1877 0.274 2.472 -0.012
C -1.4996 4.6531 0.6717 -0.739 -0.036 -0.247
O -0.8828 2.4427 0.2828 0.575 -3.458 1.602
H -1.4195 4.0537 -2.2315 0.408 -0.002 0.751
H -0.1732 2.8531 -2.0829 0.098 0.009 0.525
H 0.1975 4.5937 -1.6563 -0.883 -0.961 0.204
H -2.1014 5.2256 0.0111 -0.613 0.991 -0.588
H -0.7612 5.3147 1.1050 0.573 -0.080 -0.184
H -2.2041 4.3512 1.4568 0.388 -0.456 -0.362
N -3.5469 -6.1787 4.8681 -0.003 -0.235 0.107
C -3.2112 -5.1749 4.4210 -0.919 -0.159 -0.122
C -2.7920 -3.9377 3.8560 0.597 -0.205 0.434
C -3.5814 -2.9990 3.2486 -0.590 0.936 -0.254
C -2.9473 -1.8515 2.7521 -0.767 0.639 0.145
C -1.5866 -1.5467 2.8584 0.052 -0.486 -0.060
C -0.8462 -2.5338 3.5034 0.556 -1.039 0.764
C -1.4438 -3.6909 4.0065 0.705 0.353 -0.739
H -4.6618 -3.1388 3.2587 0.184 0.171 -0.360
H -3.5188 -1.0303 2.3261 -0.582 -0.397 -0.151
H 0.2411 -2.4810 3.6536 -0.351 0.297 -0.133
H -0.9125 -4.5155 4.4287 0.834 -0.041 0.418
N 1.4591 -1.1190 7.8191 -0.130 0.699 -0.251
C 1.3686 -0.2381 7.0621 0.178 -0.846 0.183
N 1.3448 0.7562 6.1876 -0.602 0.108 -0.369
C 0.9386 0.5009 4.9753 1.150 -0.085 0.984
N 0.7452 0.3687 3.8385 -0.779 -0.124 -1.140
N -3.0673 -0.6356 -0.9724 -0.362 1.525 0.881
C -3.3062 0.5850 -0.3331 0.208 0.088 0.019
O -2.7369 0.7564 0.8150 -0.428 -1.092 -0.947
C -4.1106 1.6702 -0.8489 0.722 -1.658 0.147
C -4.3450 2.7317 0.0439 -0.128 1.128 -0.198
N -4.5431 3.6901 0.6672 0.020 -0.586 -0.077
C -4.6705 1.6286 -2.1530 -0.130 -0.630 -0.789
N -5.0468 1.4412 -3.2408 0.259 0.368 1.138
H -3.4760 -0.9270 -1.8516 0.023 0.402 0.267
H -2.7182 -1.3299 -0.3265 0.019 -0.132 -0.293